# C23H33BN5O4

A cluster of 2 separate species, C23H33BN5O4 in total (ωB97M-V/def2-TZVPD, the Open Molecules 2025 dataset).

The gap between HOMO and LUMO comes out at 6.987 eV. For the HOMO energy, the calculation gives -0.3602 Ha. As for the net charge: +1.

```
66
Properties=species:S:1:pos:R:3:forces:R:3
O 1.994266 0.453787 -0.517003 0.794 3.647 0.157
O 2.751607 7.656740 2.306546 0.498 -6.948 4.463
O 9.211764 4.065427 -1.030719 0.192 -2.233 3.557
O -4.794666 -1.719369 -1.654293 -0.275 -0.542 -0.220
N 4.979081 1.303540 -0.778644 3.204 5.542 3.720
N -3.434794 -4.468902 -1.155483 0.028 -0.589 0.362
N 9.186306 3.520779 1.549831 -1.794 -0.822 -1.874
N 5.964020 3.910742 1.063757 -1.197 -5.245 -3.541
N -0.972467 1.982438 0.194351 -2.424 -1.794 4.696
C 1.889741 3.710551 2.163605 4.466 -2.019 -2.783
C -4.947585 -4.098309 -1.081396 0.584 0.336 -0.083
C -3.234375 -4.450018 -3.753193 -0.293 -0.011 -0.367
C 6.886145 3.115567 0.184584 -3.936 0.049 -0.038
C -2.128371 1.082369 3.215265 2.745 1.697 -5.431
C -3.186832 -5.499932 -0.026335 -0.266 0.608 -0.586
C 2.511695 1.629536 0.257206 -1.369 2.091 1.804
C 1.441937 2.394675 1.234457 2.290 0.430 -0.352
C -2.978401 1.115718 1.787502 1.829 0.487 0.376
C -0.155489 1.931279 1.437465 -0.195 -0.233 0.533
C -0.539950 1.549330 2.970468 -3.812 -0.479 -2.767
C 4.106212 2.113475 0.137206 -1.197 -0.085 0.515
C 6.374523 1.859352 -0.714734 -2.183 0.428 1.114
C -5.435998 -2.949773 -1.979243 0.158 0.273 0.175
C -2.480518 -3.270231 -0.929192 -0.044 -0.150 0.157
C -2.682349 -2.551329 0.399384 -0.122 -0.142 0.121
C 3.462598 4.165175 2.032897 -2.281 -1.728 -0.325
C 4.557406 3.382944 1.047405 -0.376 -0.242 0.003
C -2.401837 1.577646 0.337467 2.037 -0.434 4.295
C 2.803231 6.536975 3.032386 0.068 4.078 -2.980
C -4.710828 -0.819226 -2.759884 0.270 0.090 0.257
C 4.032785 5.441772 2.948761 -0.559 0.225 -1.304
C -3.047906 -5.215025 -2.457826 0.023 0.272 0.273
B 8.490519 3.583073 0.168153 1.240 0.773 0.229
H -3.636903 -6.139371 -2.489079 0.111 0.226 0.209
H 4.385887 5.073535 4.019149 -0.864 0.809 -2.304
H -4.265638 -4.526529 -4.107871 0.176 0.140 0.047
H -2.946897 -3.398950 -3.693366 -0.009 -0.116 0.013
H 10.203491 3.977296 -0.799694 -2.237 0.566 -0.548
H -2.586305 -2.583885 -1.766077 -0.219 -0.150 0.105
H -2.432867 -3.186975 1.252798 0.062 0.061 -0.110
H 4.913838 5.964660 2.348877 -1.876 -1.265 1.423
H -5.146433 -3.839701 -0.034462 0.174 -0.090 -0.254
H -4.864877 0.194773 -2.386471 -0.039 -0.130 -0.046
H -5.500842 -5.015860 -1.314360 0.177 0.175 -0.016
H -3.781565 -6.393147 -0.240211 0.141 0.223 -0.008
H -2.567624 0.768010 4.252405 0.871 0.682 -2.348
H 9.842430 2.710937 1.600270 -0.619 1.089 0.278
H -3.146264 1.579362 -0.594236 2.089 0.113 2.239
H -4.117027 0.776370 1.828622 2.683 0.868 -0.082
H 7.200629 1.298244 -1.369008 -2.178 1.345 1.529
H 1.906190 6.264698 3.752273 1.657 0.645 -1.333
H 1.107630 4.232230 2.871833 1.853 -1.176 -1.686
H -2.120229 -5.744624 -0.010691 -0.264 0.097 -0.025
H 0.239060 1.593837 3.858646 -1.725 -0.081 -2.270
H -2.621574 -4.909413 -4.536864 -0.004 0.029 0.267
H -1.991169 -5.488431 -2.350444 -0.271 0.097 0.261
H -1.461862 -3.674366 -0.969298 -0.272 -0.187 -0.047
H -3.699236 -2.178677 0.536505 0.149 0.019 -0.162
H -6.510135 -2.809035 -1.805284 -0.001 -0.393 0.103
H 1.634522 0.816151 -1.400212 0.885 -0.567 2.072
H -5.446673 -1.034376 -3.537169 -0.022 0.010 0.093
H -3.501206 -5.071540 0.927917 0.115 -0.054 -0.258
H 8.440729 3.463501 2.295493 1.368 -0.287 -1.059
H -2.012415 -1.686062 0.443115 -0.098 -0.135 -0.115
H -3.702284 -0.885012 -3.176257 -0.031 0.081 -0.218
H -5.325854 -3.188428 -3.037601 0.111 0.025 0.096
```
Positions in Å, forces in eV/Å.


# C23H33EuN7O3S3

A structure of composition C23H33EuN7O3S3 (ωB97M-V/def2-TZVPD, the Open Molecules 2025 dataset).

Its expectation value of S² is 12.057. The energy relative to the best compared isomer or geometry (same formula, charge and spin) is 0.000 eV. The spin multiplicity is 7. The gap between HOMO and LUMO (spin up / spin down) comes out at 5.420 / 7.061 eV. For the HOMO energy (spin up / spin down), the calculation gives -0.3553 / -0.3556 Ha. As for the net charge: +1.

```
70
Properties=species:S:1:pos:R:3:forces:R:3
Eu 0.072904 0.487422 0.141242 0.475 -0.105 0.170
S 1.465445 2.249559 1.571773 -0.077 -0.574 0.595
S 1.702855 4.894721 0.303675 -0.210 -0.274 0.106
S -0.404932 3.035767 -0.557441 -0.678 -0.367 -0.317
O 2.561331 -0.379984 -0.185284 -0.422 -0.173 0.020
O 0.469625 -2.100970 0.489069 -0.043 0.383 0.050
O -0.250391 -0.383226 2.609767 0.102 -0.125 -0.369
N -0.111050 0.138907 -2.498742 0.105 0.069 0.099
N -2.406708 0.202036 0.143726 -0.108 0.008 -0.084
N -1.217770 0.901194 -4.549533 -0.046 -0.040 -0.029
N -9.923532 4.932382 -0.273519 0.062 -0.050 0.012
N -0.169691 -1.273854 -4.499033 0.009 -0.073 0.024
N -4.508629 0.856983 -0.053242 0.282 -0.083 0.036
N 1.191715 0.727900 -4.486138 0.074 -0.055 -0.034
C 1.079365 -0.654318 -4.952467 0.034 0.011 0.042
C 3.676969 0.516744 -0.166035 0.260 0.297 -0.094
C 1.774035 -2.598290 0.177556 0.299 0.021 -0.193
C 0.927819 3.456688 0.464606 0.800 1.173 -0.369
C -5.479737 3.082442 -0.269154 0.120 -0.054 -0.051
C 2.868255 -1.596289 0.482796 -0.228 -0.175 0.015
C -1.287811 -0.481815 -5.017629 -0.032 0.018 0.032
C -3.230031 1.231831 0.173742 -0.063 0.185 0.039
C -5.646472 1.713069 -0.097525 -0.320 0.276 0.007
C -8.028591 2.005101 -0.012229 -0.008 0.113 -0.019
C -7.865078 3.377741 -0.179164 0.208 -0.148 0.005
C -1.243633 0.911884 -3.102451 -0.194 0.114 0.000
C -6.922389 1.178251 0.033215 0.126 -0.107 0.057
C 0.047980 1.486112 -5.000251 0.002 0.021 0.057
C -4.495954 -0.507559 -0.240119 0.220 -0.223 -0.040
C -0.209540 0.461249 3.763490 -0.058 0.274 0.176
C -0.208085 -1.238514 -3.049604 0.011 -0.192 0.025
C -9.007845 4.240236 -0.228246 -0.218 0.148 -0.016
C -3.199435 -0.894011 -0.118410 -0.057 -0.180 -0.036
C 1.152245 0.734612 -3.037699 0.088 0.161 -0.168
C 0.209685 -1.693890 2.900615 -0.025 -0.181 -0.217
C -0.109788 -2.572348 1.708818 -0.165 0.014 0.292
C -6.584513 3.911740 -0.303866 -0.091 -0.010 0.022
H -1.183500 1.942715 -2.758392 0.028 -0.003 0.056
H -9.021495 1.590334 0.089041 0.003 -0.006 0.002
H 0.203705 -3.599906 1.903131 -0.022 0.004 -0.041
H -7.066787 0.119419 0.190580 0.010 -0.022 0.008
H -0.810559 0.024974 4.563573 -0.014 -0.052 -0.042
H -0.614901 1.425342 3.472979 0.021 -0.015 0.034
H -2.180490 0.466920 -2.755904 0.018 -0.004 0.029
H -2.909795 2.245135 0.347606 -0.075 0.046 0.033
H 1.223408 1.765889 -2.682726 -0.019 -0.016 0.058
H 1.281692 -1.679692 3.126883 -0.009 0.025 0.022
H 3.988652 0.723824 0.858711 -0.066 0.001 -0.014
H 1.110410 -0.668276 -6.042227 -0.007 -0.017 0.017
H 3.817550 -1.995654 0.112166 0.004 0.006 0.045
H -1.261630 -0.494706 -6.107505 0.009 -0.015 0.013
H 1.923507 -1.232398 -4.569591 0.004 0.006 -0.020
H 1.771143 -2.810239 -0.892505 -0.002 -0.025 0.012
H -0.320423 -2.092074 3.772010 0.030 0.007 0.005
H 0.818729 0.603106 4.104432 -0.030 -0.029 -0.042
H 4.510174 0.088645 -0.727998 -0.073 -0.077 -0.024
H -2.787911 -1.885735 -0.213658 -0.043 -0.004 -0.006
H 1.997934 0.155742 -2.658727 -0.022 -0.011 0.040
H -1.188821 -2.556402 1.551840 -0.007 -0.061 -0.012
H -2.227222 -0.928405 -4.684414 0.002 0.008 -0.010
H 1.964206 -3.530569 0.712823 -0.034 0.008 -0.006
H -6.461292 4.977646 -0.434132 0.028 -0.005 -0.014
H -5.370089 -1.091040 -0.461089 -0.054 0.088 -0.011
H 3.360857 1.448642 -0.624917 0.004 0.030 0.005
H 2.960918 -1.413219 1.559036 0.057 0.032 -0.016
H -1.147304 -1.680763 -2.707290 0.006 -0.009 0.027
H 0.112849 2.517075 -4.648152 0.001 -0.012 -0.020
H -4.496408 3.514066 -0.395254 0.006 -0.002 -0.011
H 0.076636 1.478164 -6.090039 0.005 0.021 0.013
H 0.626483 -1.828712 -2.662077 0.004 0.005 0.026
```
Positions in Å, forces in eV/Å.


# C23H33GaNO4S5Si

A structure of composition C23H33GaNO4S5Si (ωB97M-V/def2-TZVPD, the Open Molecules 2025 dataset).

The energy relative to the best compared isomer or geometry (same formula, charge and spin) is 1.634 eV. The gap between HOMO and LUMO comes out at 7.677 eV. For the HOMO energy, the calculation gives -0.2151 Ha. As for the net charge: -1.

```
68
Properties=species:S:1:pos:R:3:forces:R:3
Ga -0.217719 1.252123 -0.034053 0.528 0.061 -0.291
S -3.791267 4.716896 0.413270 0.147 0.007 -0.113
S -4.606235 0.948007 -1.576464 0.112 -0.139 -0.079
S -1.929759 2.310682 -1.387406 0.260 -0.025 -0.518
S -6.038181 2.919612 -0.122127 -0.143 0.050 0.087
S -7.551585 0.652193 -1.331858 0.045 0.019 0.018
Si 0.073602 -1.248650 -0.049222 -0.372 0.163 0.066
O -0.175067 2.844862 0.974559 -0.194 0.001 0.761
O 0.740485 4.871178 1.225679 0.020 -0.057 0.102
O 5.799555 4.819723 0.006893 0.066 -0.151 -0.074
O 6.647578 2.817700 -0.660195 -0.119 0.147 0.014
N 1.793873 1.898529 -0.287011 -0.115 0.318 -0.174
C 4.116217 1.716404 -0.752813 0.009 0.049 0.041
C -2.082060 -3.218457 0.300506 -0.103 0.110 -0.010
C 3.243478 3.743603 0.153396 -0.028 0.047 -0.016
C -2.396791 -1.511699 -1.503977 -0.061 -0.050 0.107
C 2.565281 -2.222946 -1.495934 -0.065 0.050 0.059
C 0.894896 -1.745578 1.613508 0.114 -0.095 0.043
C 0.492948 -3.408335 -1.897161 0.026 0.011 -0.026
C -2.617317 -0.879617 0.861542 -0.025 -0.024 0.003
C 0.788098 -1.083369 -2.821799 0.022 -0.161 -0.029
C 2.006289 3.143959 0.174346 -0.174 -0.213 0.119
C -1.800305 -1.756797 -0.104780 -0.036 -0.182 -0.004
C 2.837513 1.200914 -0.721794 0.113 0.136 -0.189
C 1.218306 -3.250768 1.651269 0.002 0.023 0.196
C -4.317180 3.169658 -0.235978 0.091 -0.022 0.046
C 5.755504 3.624541 -0.332080 0.245 0.094 0.054
C 2.194450 -0.960487 1.855588 0.031 -0.005 -0.024
C -0.024680 -1.429040 2.801451 0.071 -0.036 0.051
C -2.929494 4.225400 1.921971 -0.132 -0.014 0.120
C -6.149337 1.463063 -1.025174 -0.102 -0.012 -0.007
C 1.034691 -1.992078 -1.600880 0.021 0.010 0.007
C 4.333036 3.022660 -0.327710 -0.110 -0.150 0.007
C 0.794677 3.727799 0.846123 -0.220 -0.069 -0.168
C -3.613010 2.224599 -0.901939 0.027 0.114 0.139
H 3.160269 -1.361292 -1.779687 0.033 0.146 0.044
H -1.584197 -3.949889 -0.331208 0.041 -0.017 -0.032
H -3.464813 -1.758928 -1.479185 0.065 0.048 0.013
H -2.494427 0.189457 0.671421 -0.038 0.044 -0.030
H -3.593931 3.648953 2.565015 0.009 0.021 -0.006
H 4.969432 1.137176 -1.082671 -0.040 0.010 -0.005
H 2.609993 0.202043 -1.029010 0.012 -0.279 -0.135
H 1.585156 -3.508423 2.653330 0.003 -0.010 -0.057
H -0.269338 -0.972941 -3.062478 0.009 0.004 0.027
H 0.724363 -4.105717 -1.087336 0.011 0.046 -0.022
H -3.682381 -1.097439 0.727269 0.009 0.010 -0.012
H 0.533815 -1.597893 3.729824 -0.029 0.019 -0.022
H -2.376866 -1.062575 1.904961 -0.013 0.011 0.005
H -2.661613 5.155973 2.422585 0.009 -0.023 -0.022
H -1.953380 -2.118976 -2.285136 0.100 -0.123 -0.060
H 2.905195 -2.560363 -0.519297 -0.032 0.014 -0.006
H -0.571248 -3.456209 -2.081535 -0.173 0.062 -0.015
H 0.993072 -3.780404 -2.798852 -0.052 -0.003 0.032
H 2.599108 -1.234220 2.837919 -0.004 0.008 -0.062
H 2.833408 -3.006763 -2.211720 0.025 0.055 0.021
H 0.346087 -3.874886 1.455211 -0.037 0.018 0.010
H -0.903841 -2.070772 2.833315 0.006 -0.017 -0.012
H 1.198295 -0.081920 -2.671174 -0.012 -0.012 -0.005
H 2.970097 -1.168927 1.117664 -0.034 0.021 -0.034
H 1.287119 -1.506594 -3.702763 -0.035 0.008 0.037
H -2.024136 3.680363 1.686455 0.068 -0.027 -0.021
H -3.161017 -3.400992 0.223553 0.039 -0.003 -0.003
H 1.993951 -3.536074 0.942613 0.001 0.030 -0.016
H -2.308373 -0.466803 -1.810029 0.071 -0.056 0.037
H -0.358716 -0.387639 2.806895 0.022 -0.003 -0.008
H 3.381719 4.748545 0.527155 0.015 -0.017 0.003
H -1.799848 -3.421636 1.334297 0.016 0.034 0.014
H 2.026562 0.119465 1.862828 -0.014 -0.022 0.021
```
Positions in Å, forces in eV/Å.


Sequential F_max output: 8.3; 1.5; 0.8 eV/Å
Sequential electronic energy output: -40678.7566; -92789.0838; -148501.4953 eV